A structure of composition C27H23Cl4KN8O3S in a non-equilibrium geometry. Source: OMol25; level of theory: ωB97M-V/def2-TZVPD.

ORCA input file:
```
! wB97M-V def2-TZVPD RIJCOSX def2/J DEFGRID3
* xyz -2 1
K -1.55 -20.11 0.65
Cl 2.64 -25.94 -1.13
C 1.39 -24.71 -1.30
C 0.23 -24.95 -1.98
Cl -0.08 -26.51 -2.73
C -0.85 -23.99 -1.93
Cl -2.26 -24.11 -2.97
C -0.79 -22.84 -1.15
O -1.73 -22.05 -0.91
C 0.54 -22.53 -0.52
O 0.60 -21.38 0.08
C 1.51 -23.53 -0.53
Cl 2.88 -23.31 0.58
C -0.20 -15.97 4.72
N 0.31 -15.98 3.37
C -0.15 -14.90 2.51
C 0.83 -17.14 2.90
S 0.60 -18.55 3.79
N 1.39 -17.14 1.65
C 2.19 -16.00 1.18
C 1.72 -18.43 0.98
H -0.38 -14.94 5.01
H 0.50 -16.44 5.38
H -1.17 -16.49 4.82
H -1.09 -14.56 2.86
H -0.25 -15.22 1.44
H 0.53 -14.06 2.44
H 2.28 -15.27 2.02
H 1.75 -15.49 0.30
H 3.19 -16.28 0.96
H 0.97 -19.18 1.17
H 2.71 -18.76 1.33
H 1.69 -18.26 -0.12
N -3.08 -24.81 8.14
C -3.97 -25.59 8.85
C -4.34 -25.64 10.19
C -5.40 -26.45 10.57
C -6.12 -27.16 9.61
C -5.77 -27.12 8.28
C -4.67 -26.32 7.88
N -4.18 -26.05 6.64
C -3.22 -25.17 6.80
C -2.53 -24.42 5.75
C -2.33 -24.99 4.50
C -1.96 -24.11 3.46
N -1.71 -22.81 3.58
C -1.90 -22.27 4.81
C -2.32 -23.04 5.91
H -2.40 -24.17 8.51
H -3.78 -25.08 10.89
H -5.66 -26.47 11.63
H -7.00 -27.71 9.93
H -6.36 -27.62 7.53
H -2.60 -26.02 4.27
H -1.86 -24.51 2.45
H -1.72 -21.18 4.95
H -2.59 -22.55 6.81
N -2.28 -17.27 0.70
C -3.38 -17.10 1.57
O -3.48 -17.85 2.53
C -4.35 -16.06 1.22
C -4.20 -15.32 0.04
N -4.04 -14.80 -1.00
C -5.46 -15.91 2.06
N -6.39 -15.73 2.71
H -2.18 -16.54 0.02
H -1.46 -17.42 1.30
*
```

Computed properties:
HOMO-LUMO gap = 0.1500 Eh
HOMO = -0.85 eV
energy above the lowest of the compared OMol25 structures with the same formula, charge and spin = 19.3 kcal per mole

---

A cluster of 2 separate species, C27H23F3N2O2S in total in a non-equilibrium geometry. Source: OMol25; level of theory: ωB97M-V/def2-TZVPD.

ORCA input file:
```
! wB97M-V def2-TZVPD RIJCOSX def2/J DEFGRID3
* xyz 0 1
F 3.43 0.23 3.60
C 2.28 -0.39 3.27
F 2.46 -1.05 2.09
F 1.98 -1.29 4.22
S 0.90 0.89 3.03
C -0.34 0.07 2.00
C -1.67 0.08 2.63
C -2.38 -1.13 2.87
C -3.67 -1.12 3.43
C -4.27 0.10 3.77
C -3.58 1.31 3.56
C -2.27 1.29 3.06
O 0.46 1.11 4.39
O 1.48 2.00 2.27
H 0.07 -0.93 1.81
H -1.89 -2.08 2.62
H -4.20 -2.07 3.59
H -5.27 0.11 4.22
H -4.08 2.26 3.77
H -1.73 2.24 2.96
C -4.52 -1.03 -1.61
N -3.07 -0.92 -1.51
C -2.42 -0.20 -0.55
C -1.04 -0.20 -0.82
C -0.05 0.50 -0.08
C 1.34 0.40 -0.38
C 2.17 -0.72 -0.57
N 3.44 -0.29 -0.84
C 4.58 -1.14 -1.15
C 3.48 1.11 -0.86
C 2.17 1.57 -0.57
C 1.85 2.91 -0.73
C 2.84 3.78 -1.20
C 4.13 3.32 -1.49
C 4.48 1.97 -1.30
C -0.86 -0.99 -2.04
C -2.15 -1.46 -2.41
C -2.40 -2.19 -3.57
C -1.29 -2.50 -4.37
C -0.01 -2.02 -4.05
C 0.19 -1.22 -2.91
H -4.76 -1.78 -2.37
H -4.93 -1.34 -0.64
H -4.97 -0.07 -1.89
H -2.96 0.26 0.29
H -0.36 1.43 0.41
H 1.89 -1.77 -0.52
H 5.46 -0.52 -1.33
H 4.78 -1.81 -0.31
H 4.38 -1.74 -2.05
H 0.82 3.23 -0.50
H 2.59 4.83 -1.37
H 4.88 4.02 -1.87
H 5.48 1.59 -1.51
H -3.42 -2.50 -3.81
H -1.43 -3.11 -5.27
H 0.84 -2.24 -4.70
H 1.16 -0.77 -2.71
*
```

Computed properties:
HOMO-LUMO gap = 0.2645 Eh
HOMO = -7.34 eV
energy above the lowest of the compared OMol25 structures with the same formula, charge and spin = 0.0 kcal per mole

---

A structure of composition C27H23N2NaO3PSe2. Source: OMol25; level of theory: ωB97M-V/def2-TZVPD.

ORCA input file:
```
! wB97M-V def2-TZVPD RIJCOSX def2/J DEFGRID3
* xyz -1 1
Na 0.02 0.24 -0.24
Se 0.13 0.43 2.91
P 2.21 0.21 2.48
Se 2.78 0.21 0.38
C 2.88 -1.29 3.29
C 3.48 -2.32 2.57
C 3.95 -3.45 3.23
C 3.83 -3.55 4.61
C 3.23 -2.52 5.33
C 2.76 -1.40 4.67
C 3.21 1.51 3.31
C 2.61 2.53 4.03
C 3.40 3.50 4.65
C 4.78 3.44 4.54
C 5.38 2.42 3.82
C 4.60 1.46 3.20
H 3.56 -2.22 1.50
H 4.40 -4.25 2.66
H 4.20 -4.43 5.12
H 3.13 -2.60 6.41
H 2.27 -0.61 5.23
H 1.53 2.55 4.10
H 2.92 4.29 5.21
H 5.39 4.20 5.02
H 6.46 2.38 3.73
H 5.06 0.67 2.62
O -1.89 -7.85 -0.09
C -0.84 -6.98 -0.15
O 0.27 -7.44 -0.21
C -1.16 -5.54 -0.13
C -0.10 -4.63 0.01
C -0.33 -3.28 0.03
C -1.63 -2.73 -0.10
C -2.69 -3.66 -0.24
C -2.45 -5.02 -0.26
N -1.74 -1.37 -0.11
C -2.93 -0.79 -0.10
C -3.13 0.62 -0.12
C -4.46 1.13 -0.15
C -4.67 2.48 -0.17
C -3.57 3.35 -0.15
C -2.31 2.78 -0.11
N -2.07 1.47 -0.09
H -2.71 -7.36 0.05
H 0.91 -5.02 0.12
H 0.50 -2.59 0.17
H -3.71 -3.32 -0.37
H -3.31 -5.66 -0.40
H -3.85 -1.38 -0.05
H -5.28 0.43 -0.17
H -5.68 2.87 -0.20
H -3.68 4.42 -0.16
H -1.43 3.41 -0.07
C -0.18 -1.61 -3.15
C 0.35 -0.20 -3.19
O 0.05 0.72 -2.53
H -0.38 -1.93 -4.17
H -1.07 -1.67 -2.52
H 0.60 -2.25 -2.75
*
```

Computed properties:
HOMO-LUMO gap (spin up / spin down) = 0.1735 / 0.2544 Eh
HOMO (spin up / spin down) = -2.90 / -4.88 eV

---

A structure of composition C27H24BCo2F3O8S in a non-equilibrium geometry. Source: OMol25; level of theory: ωB97M-V/def2-TZVPD.

ORCA input file:
```
! wB97M-V def2-TZVPD RIJCOSX def2/J DEFGRID3
* xyz 0 1
C -1.50 -5.33 2.52
C -0.50 -4.25 2.35
C 0.48 -3.85 3.29
C 1.57 -2.94 2.75
C 1.74 -2.93 1.32
B -1.47 0.06 -0.47
C -1.80 0.79 0.85
C -0.84 1.16 1.81
C -1.22 2.09 2.76
C -2.54 2.48 2.83
C -2.88 3.70 3.62
F -3.98 4.35 3.13
F -3.16 3.37 4.92
F -1.89 4.63 3.65
C -3.54 1.83 2.14
C -3.16 0.89 1.21
O -0.25 0.28 -1.09
C -0.56 -0.19 -2.44
C -1.16 1.14 -2.94
C 0.68 -0.63 -3.17
C -1.63 -1.36 -2.23
C -2.80 -1.41 -3.17
C -1.06 -2.79 -2.24
O -2.29 -0.96 -0.96
S 0.01 -3.49 0.91
H -1.09 -6.12 3.12
H -2.37 -4.97 3.04
H -1.82 -5.77 1.59
H 0.44 -4.22 4.38
H 1.99 -2.09 3.41
H 0.13 0.68 1.93
H -0.48 2.59 3.37
H -4.57 2.13 2.21
H -3.89 0.26 0.73
H -1.54 1.20 -3.97
H -1.94 1.46 -2.23
H -0.37 1.87 -2.74
H 0.46 -0.97 -4.19
H 1.39 0.18 -3.25
H 1.21 -1.45 -2.69
H -2.51 -1.57 -4.21
H -3.48 -2.21 -2.83
H -3.34 -0.47 -3.04
H -0.68 -3.07 -3.24
H -0.24 -2.96 -1.56
H -1.82 -3.55 -2.00
O 7.15 -1.20 -0.51
C 6.42 -0.31 -0.55
Co 5.40 1.10 -0.50
C 5.37 1.43 1.22
O 5.24 1.64 2.34
C 6.79 2.03 -1.10
O 7.72 2.63 -1.43
C 3.60 -0.17 -0.83
C 2.41 -0.44 -0.30
C 1.64 -1.39 0.43
Co 2.72 1.43 -0.83
C 1.80 2.42 0.24
O 1.27 3.17 0.92
C 2.35 2.13 -2.38
O 2.18 2.70 -3.37
C 4.27 2.63 -0.75
O 4.43 3.79 -0.79
H 4.01 -0.79 -1.61
H 1.01 -0.75 1.16
H 1.22 -2.18 -0.31
*
```

Computed properties:
HOMO-LUMO gap = 0.2634 Eh
HOMO = -8.21 eV
energy above the lowest of the compared OMol25 structures with the same formula, charge and spin = 56.8 kcal per mole